(1)
ORCA calculation (ωB97M-V with the def2-TZVPD basis set) on C23H56AsGeN2PtS2Si3 as an isolated structure.

Values from the calculation:
2S+1 = 2
Energy relative to the best compared isomer or geometry (same formula, charge and spin) = 278.8 kJ/mol
Lowest unoccupied orbital energy (spin up / spin down) = -7.53 / -7.70 eV
Expectation value of S² = 0.803
Charge = +2
HOMO (spin up / spin down) = -0.47282 / -0.46698 hartree

```
89
Properties=species:S:1:pos:R:3:mulliken_charge:R:1
Pt 0.327 -0.103 0.450 1.07
S -0.896 -1.760 -1.024 -0.31
C -2.385 -1.014 -1.047 -0.04
N -3.067 -0.775 -2.172 -0.13
C -4.361 -0.136 -2.056 -0.24
C -4.830 -0.391 -0.627 -0.79
S -3.304 -0.555 0.363 0.14
H -2.674 -0.994 -3.075 0.29
H -5.060 -0.561 -2.781 0.50
H -4.255 0.939 -2.255 -0.16
H -5.370 -1.336 -0.528 0.40
H -5.436 0.416 -0.223 0.45
C -3.448 4.107 -0.639 -1.64
C -2.128 3.843 -1.379 2.48
C -2.387 3.628 -2.876 -1.28
C -1.180 5.037 -1.192 -1.60
C -1.508 2.676 -0.809 -1.04
N -1.004 1.759 -0.336 -0.27
H -3.909 4.992 -1.068 0.47
H -3.275 4.288 0.420 0.38
H -4.140 3.274 -0.741 0.26
H -2.742 4.566 -3.294 0.43
H -3.143 2.867 -3.053 0.20
H -1.477 3.342 -3.401 0.26
H -1.706 5.937 -1.496 0.46
H -0.288 4.934 -1.806 0.33
H -0.876 5.151 -0.154 0.40
C -2.220 -1.611 3.579 -1.27
C -1.908 -0.126 3.490 -0.67
As -0.083 0.235 2.854 0.03
C 0.067 2.171 3.179 0.00
C -0.092 2.549 4.646 -1.27
C 0.995 -0.513 4.340 -0.91
C 1.498 -1.924 4.073 -0.94
H -3.257 -1.772 3.865 0.41
H -1.594 -2.088 4.332 0.35
H -2.050 -2.104 2.620 0.30
H -1.997 0.320 4.482 0.50
H -2.612 0.380 2.826 0.46
H -0.696 2.663 2.564 0.22
H 1.045 2.499 2.810 0.04
H -1.086 2.287 5.009 0.31
H 0.040 3.619 4.785 0.43
H 0.649 2.045 5.264 0.29
H 0.338 -0.509 5.215 0.63
H 1.838 0.156 4.534 0.55
H 0.665 -2.586 3.831 0.28
H 2.008 -2.315 4.949 0.45
H 2.201 -1.927 3.238 -0.01
C 5.749 1.397 -0.248 -0.99
Si 4.023 1.388 0.553 0.18
C 3.945 0.535 2.255 -0.43
C 3.248 3.132 0.595 -0.91
Ge 2.301 -0.040 -0.820 0.05
Si 2.315 0.990 -3.172 0.31
C 1.000 0.062 -4.198 -0.67
C 1.793 2.800 -2.859 -0.53
C 4.072 0.855 -3.892 -0.93
Si 3.158 -2.523 -1.162 0.28
C 2.119 -3.283 -2.564 -0.85
C 4.996 -2.348 -1.627 -0.93
C 2.827 -3.254 0.564 -0.94
H 6.461 1.862 0.426 0.40
H 5.749 1.977 -1.165 0.30
H 6.122 0.406 -0.476 0.27
H 4.283 1.200 3.045 0.51
H 4.583 -0.341 2.292 0.43
H 2.922 0.226 2.476 -0.54
H 3.340 3.576 1.583 0.46
H 2.189 3.097 0.345 0.05
H 3.748 3.800 -0.100 0.39
H 0.096 -0.094 -3.616 -0.11
H 1.362 -0.908 -4.523 0.32
H 0.739 0.627 -5.089 0.46
H 0.978 2.842 -2.141 -0.35
H 1.462 3.270 -3.781 0.55
H 2.620 3.387 -2.472 0.38
H 4.341 -0.173 -4.110 0.28
H 4.815 1.264 -3.217 0.21
H 4.132 1.410 -4.822 0.40
H 2.445 -2.931 -3.539 0.26
H 1.063 -3.059 -2.446 0.20
H 2.228 -4.365 -2.556 0.41
H 5.133 -1.794 -2.551 0.25
H 5.419 -3.337 -1.776 0.43
H 5.572 -1.860 -0.847 0.23
H 1.827 -2.994 0.908 0.15
H 3.549 -2.890 1.292 0.25
H 2.903 -4.339 0.541 0.55
```



(2)
ORCA calculation (ωB97M-V with the def2-TZVPD basis set) on a 4-piece molecular cluster, C23H56BN3O16P3 overall.

Values from the calculation:
Lowest unoccupied orbital energy = -3.63 eV
Charge = +1
HOMO = -0.39215 hartree

```
102
Properties=species:S:1:pos:R:3:mulliken_charge:R:1
N 11.202 -1.014 -6.275 -0.56
C 9.736 -1.067 -6.411 0.04
N 8.818 -2.111 -6.041 -0.06
C 7.460 -1.702 -6.323 -0.29
N 7.593 -0.391 -6.873 0.14
C 6.323 0.321 -7.234 -0.83
B 5.905 1.206 -5.894 0.49
O 6.697 2.380 -5.560 -0.46
O 4.813 0.788 -5.072 -0.36
C 8.933 0.145 -6.991 0.37
C 9.482 1.549 -7.504 -0.77
O 8.456 2.428 -8.029 -0.13
O 8.657 3.670 -7.478 -0.41
H 11.433 -1.107 -5.273 0.29
H 11.449 -0.044 -6.532 0.33
H 9.105 -3.004 -5.608 0.29
H 6.496 -2.272 -6.141 0.51
H 5.456 -0.405 -7.461 0.45
H 6.409 1.007 -8.139 0.23
H 7.502 2.016 -5.124 0.30
H 4.533 -0.110 -5.384 0.28
H 10.315 1.478 -8.286 0.45
H 9.915 2.094 -6.579 0.40
H 7.795 4.140 -7.421 0.33
O 2.500 -3.615 -4.873 -0.74
P 1.151 -3.220 -4.252 1.15
O 1.798 -2.461 -2.932 -0.25
C 2.423 -1.203 -3.122 -0.15
C 1.431 -0.137 -3.548 -1.00
O 0.871 -4.730 -3.618 -0.38
C 1.227 -5.884 -4.380 -0.37
C 2.509 -6.491 -3.837 -1.11
O -0.404 -2.763 -3.708 -0.44
C -1.025 -3.244 -2.512 -0.26
C -0.502 -2.622 -1.231 -0.69
H 3.233 -1.296 -3.855 0.02
H 2.872 -0.921 -2.167 0.32
H 1.015 -0.363 -4.535 0.37
H 1.916 0.841 -3.596 0.40
H 0.593 -0.077 -2.852 0.19
H 1.322 -5.639 -5.441 0.33
H 0.413 -6.609 -4.293 0.36
H 3.284 -5.737 -3.682 0.26
H 2.896 -7.256 -4.514 0.37
H 2.325 -6.950 -2.862 0.31
H -1.010 -4.333 -2.452 0.25
H -2.080 -2.971 -2.606 0.34
H 0.476 -3.022 -0.963 0.27
H -1.176 -2.844 -0.400 0.45
H -0.410 -1.539 -1.323 -0.03
O -0.649 -0.281 1.823 -0.73
P -0.381 1.037 2.564 1.15
O -0.488 0.392 4.083 -0.12
C 0.573 -0.431 4.544 -0.36
C 1.865 0.348 4.709 -0.97
O -1.936 1.591 2.375 -0.37
C -2.618 1.353 1.144 -0.36
C -3.618 0.225 1.317 -1.01
O 0.011 2.545 3.271 -0.51
C -0.879 3.323 4.074 -0.15
C -1.062 2.816 5.494 -0.78
H 0.714 -1.276 3.861 0.25
H 0.266 -0.836 5.511 0.29
H 2.229 0.710 3.741 0.31
H 2.639 -0.280 5.154 0.41
H 1.719 1.224 5.344 0.16
H -1.911 1.138 0.338 0.30
H -3.144 2.272 0.867 0.38
H -3.179 -0.640 1.819 0.28
H -4.016 -0.097 0.351 0.40
H -4.452 0.555 1.942 0.17
H -1.843 3.476 3.588 0.24
H -0.421 4.315 4.134 0.32
H -1.701 1.933 5.522 0.08
H -1.543 3.580 6.108 0.44
H -0.105 2.556 5.949 0.18
O -5.779 2.778 6.388 -0.73
P -6.946 2.385 5.472 1.17
O -8.068 2.266 6.681 -0.25
C -8.547 3.463 7.278 -0.32
C -9.342 4.306 6.299 -0.93
O -6.467 0.797 5.354 -0.35
C -5.076 0.496 5.250 -0.30
C -4.554 -0.013 6.583 -1.29
O -8.182 2.038 4.340 -0.44
C -8.873 0.791 4.246 -0.10
C -9.926 0.567 5.316 -0.96
H -7.709 4.035 7.692 0.27
H -9.189 3.169 8.111 0.31
H -8.703 4.669 5.487 0.31
H -9.779 5.171 6.804 0.40
H -10.145 3.727 5.841 0.15
H -4.511 1.367 4.908 0.35
H -4.955 -0.280 4.489 0.32
H -4.866 0.623 7.414 0.33
H -3.463 -0.072 6.578 0.29
H -4.955 -1.009 6.788 0.36
H -8.187 -0.054 4.189 0.24
H -9.385 0.818 3.279 0.33
H -9.472 0.319 6.276 0.26
H -10.571 -0.271 5.041 0.42
H -10.548 1.453 5.455 0.16
```



(3)
ORCA calculation (ωB97M-V with the def2-TZVPD basis set) on a 6-piece molecular cluster, C23H57BBr2FN11O14P overall.

Values from the calculation:
Lowest unoccupied orbital energy = -3.58 eV
Charge = +1
HOMO = -0.40758 hartree

```
110
Properties=species:S:1:pos:R:3:mulliken_charge:R:1
C 5.916 -0.972 -1.866 -0.79
O 5.076 -1.184 -3.017 -0.40
C 3.721 -1.161 -2.486 -0.50
C 2.700 -0.494 -3.501 -0.69
C 1.648 0.311 -2.599 -0.07
C 0.151 0.196 -3.104 -1.73
C -0.951 0.178 -1.986 -0.36
C -1.062 1.514 -1.108 0.00
O -2.257 2.238 -1.176 -0.32
C -2.559 2.717 -2.502 -0.06
C -2.835 4.284 -2.551 -0.08
C -3.682 4.783 -1.329 -1.32
O -1.663 5.061 -2.797 -0.54
O -0.083 2.501 -1.454 -0.12
B 0.155 3.439 -0.393 0.49
O 1.304 3.208 0.443 -0.77
O -0.653 4.536 -0.066 -0.51
N -0.850 0.884 0.243 0.65
C -1.438 -0.508 0.363 -1.31
Br -3.362 -0.049 0.766 0.18
C -1.030 -1.280 1.666 -0.59
P 0.580 -0.712 2.423 0.33
O 0.540 0.782 2.747 -0.70
O 1.930 -0.959 1.480 -0.51
O 0.768 -1.516 3.900 -0.33
C -1.175 -1.162 -1.087 2.85
C 0.004 -2.207 -1.013 -0.78
C 0.339 -2.972 -2.344 -0.45
F 0.347 -4.361 -2.090 -0.39
C -2.411 -1.828 -1.823 -1.93
C -2.789 -3.302 -1.424 -1.06
C -2.913 -3.636 0.103 -0.56
Br -4.075 -5.266 0.231 -0.10
H 5.851 0.093 -1.522 0.34
H 5.665 -1.642 -1.002 0.38
H 6.984 -1.182 -2.140 0.25
H 3.783 -0.599 -1.510 0.36
H 3.468 -2.221 -2.221 0.19
H 3.280 0.182 -4.175 0.36
H 2.167 -1.287 -4.088 0.41
H 1.941 1.392 -2.738 0.50
H 1.791 0.114 -1.502 -0.25
H -0.050 1.109 -3.734 0.39
H 0.096 -0.667 -3.821 0.81
H -1.898 0.199 -2.581 0.75
H -1.837 2.402 -3.297 0.17
H -3.548 2.249 -2.788 0.36
H -3.501 4.417 -3.458 0.48
H -3.900 5.875 -1.431 0.38
H -4.686 4.269 -1.346 0.35
H -3.226 4.549 -0.338 0.20
H -1.337 4.790 -3.665 0.36
H 1.234 2.323 0.836 0.27
H -0.059 5.268 0.170 0.27
H -1.197 1.375 1.079 0.70
H 0.156 0.651 0.171 -0.04
H -0.997 -2.393 1.592 0.03
H -1.802 -1.067 2.459 0.73
H 2.441 -0.126 1.525 0.33
H 1.096 -2.418 3.711 0.31
H -0.138 -3.002 -0.233 0.63
H 0.931 -1.650 -0.711 0.14
H 1.405 -2.737 -2.617 -0.05
H -0.275 -2.700 -3.230 0.29
H -3.356 -1.215 -1.755 0.70
H -2.187 -1.860 -2.929 0.42
H -3.794 -3.515 -1.889 0.68
H -2.105 -4.075 -1.877 0.37
H -1.921 -3.977 0.480 0.42
H -3.424 -2.877 0.736 0.25
C -2.851 -2.874 5.684 0.66
O -2.563 -3.968 5.229 -0.64
N -1.966 -1.836 5.698 -0.23
N -4.073 -2.597 6.214 -0.41
H -2.178 -0.927 6.065 0.17
H -1.052 -2.007 5.311 0.09
H -4.749 -3.341 6.220 0.24
H -4.329 -1.705 6.594 0.17
C -7.226 -1.942 -0.284 0.58
O -6.688 -2.651 -1.121 -0.62
N -8.557 -2.000 -0.019 -0.40
N -6.527 -1.032 0.454 -0.28
H -9.016 -1.427 0.664 0.15
H -9.100 -2.661 -0.545 0.26
H -5.542 -0.973 0.275 0.03
H -6.938 -0.436 1.147 0.16
C 6.565 0.321 -6.773 0.53
O 7.412 0.601 -7.605 -0.65
N 6.841 0.229 -5.444 -0.29
N 5.266 0.075 -7.106 -0.31
H 6.158 -0.001 -4.745 0.22
H 7.789 0.402 -5.162 0.17
H 5.023 0.134 -8.079 0.19
H 4.554 -0.158 -6.440 0.19
C 4.319 4.577 1.871 0.63
O 4.747 3.797 1.030 -0.63
N 3.000 4.638 2.203 -0.29
N 5.124 5.446 2.540 -0.39
H 2.625 5.266 2.889 0.16
H 2.378 4.003 1.721 0.29
H 6.103 5.427 2.318 0.24
H 4.795 6.092 3.232 0.15
C 2.178 -1.717 7.705 0.63
O 3.118 -2.349 7.252 -0.64
N 1.129 -1.317 6.931 -0.16
N 2.097 -1.358 9.014 -0.38
H 0.345 -0.798 7.277 0.15
H 1.159 -1.566 5.958 0.11
H 2.854 -1.637 9.612 0.24
H 1.334 -0.840 9.405 0.16
```



In Eh, the energy values for the records above are, in order, -7115.86226, -3326.51267, -8180.39159.